DFT (the ωB97M-V functional and the def2-TZVPD basis) results for an isolated molecule of C4H12N2.

Output
HOMO: -8.383 eV
SMILES string: CN(C)CCN
Charge: 0

The geometry in XYZ format:
```
18
Properties=species:S:1:pos:R:3:forces:R:3:mulliken_charge:R:1
C 1.82623 -1.10786 0.34253 -0.8254 0.7456 -0.5524 -0.942
N 0.47528 -0.57026 0.06703 0.0095 -0.1190 -1.3503 -0.128
C 0.24072 -0.57928 -1.38901 -0.0303 1.2176 0.2584 -1.302
C 0.23781 0.74572 0.60315 -0.0466 0.1846 1.2245 -0.488
C -1.23850 1.18159 0.54072 -0.0980 0.7472 -0.6458 -0.683
N -2.18559 0.14561 0.20400 0.3339 0.0788 -0.4427 -0.428
H 2.29415 -1.39452 -0.59624 0.1638 0.1047 -0.1209 0.330
H 2.38141 -0.26081 0.75299 0.5101 -0.6621 0.4573 0.374
H 1.76774 -2.02612 0.91247 0.2111 0.1671 0.7131 0.258
H -0.50514 0.15356 -1.69478 -0.4791 -0.2566 0.3996 0.447
H -0.09122 -1.55155 -1.67874 0.0116 -0.6654 -0.5447 0.315
H 1.10079 -0.21698 -1.96355 0.4380 -0.4958 0.0510 0.509
H 0.53573 0.74261 1.65550 0.0304 -0.2623 0.0320 0.430
H 0.84074 1.56288 0.17084 0.1194 -0.2555 -0.3503 0.300
H -1.51061 1.69429 1.45805 0.0954 -0.0276 0.4379 0.364
H -1.28503 1.97561 -0.21237 -0.1428 -0.0013 -0.1834 0.252
H -1.78017 -0.77431 0.24637 -0.3222 -0.1467 0.3801 0.192
H -3.10434 0.27981 0.58106 0.0212 -0.3533 0.2367 0.201
```
Positions in Å, forces in eV/Å.

=====

DFT (the ωB97M-V functional and the def2-TZVPD basis) results for a cluster of 2 separate species, C4H12N2 in total.

Output
HOMO: -9.307 eV
SMILES string: C=CC.NCN
Charge: 0

The geometry in XYZ format:
```
18
Properties=species:S:1:pos:R:3:forces:R:3:mulliken_charge:R:1
C 2.55229 0.70266 -1.51969 1.5772 0.4733 2.9745 -0.706
C 3.08258 -0.45200 -1.08110 -2.2014 -3.1343 -3.1704 0.105
C 3.62658 -0.95875 0.21891 0.0437 -0.6822 -0.0179 -0.806
H 2.09602 0.90572 -2.47355 0.1394 -0.2285 -0.1079 0.289
H 2.68549 1.55545 -0.76974 -0.5754 -0.8264 -1.2873 0.181
H 2.99572 -1.40186 -1.79057 0.0085 2.2566 0.8840 0.160
H 2.86507 -1.01613 1.07198 1.2847 0.1623 -1.2038 0.225
H 4.41676 -0.26282 0.34598 0.8812 0.7062 1.4835 0.280
H 4.17067 -1.95210 0.04239 -1.1700 1.2734 0.4511 0.274
N -3.14551 0.99037 -0.38522 -0.6486 -0.6838 2.2710 -0.578
C -3.05771 0.62658 1.04753 1.3882 -0.8141 0.5741 -0.337
N -2.58152 -0.78982 1.32407 1.1070 -0.4430 -2.0080 -0.671
H -3.69494 0.20663 -0.76033 0.5896 0.5062 -0.3711 0.285
H -2.22102 1.00625 -0.73579 0.8773 -0.2355 -0.9318 0.218
H -4.06650 0.76828 1.41233 -0.0483 -0.3052 0.5459 0.290
H -2.30944 1.10168 1.72154 -0.8552 1.5272 -1.2460 0.332
H -2.52455 -0.91925 2.30755 -0.3892 -0.0992 1.1051 0.245
H -1.54646 -0.90660 1.06235 -2.0085 0.5468 0.0549 0.214
```
Positions in Å, forces in eV/Å.

=====

DFT (the ωB97M-V functional and the def2-TZVPD basis) results for a cluster of 2 separate species, C4H12N2 in total.

Output
HOMO: -8.427 eV
SMILES string: C=NC.CNC
Charge: 0

The geometry in XYZ format:
```
18
Properties=species:S:1:pos:R:3:forces:R:3:mulliken_charge:R:1
C -1.85234 1.58949 1.40046 0.8300 -2.7304 -3.2406 -0.443
N -1.59434 0.74495 0.39592 -0.1660 4.1010 1.9670 -0.235
C -2.30693 0.86859 -0.91117 -1.9066 -4.0278 2.1251 -0.834
H -1.03072 1.88913 2.04594 -0.0464 -0.8435 0.4448 0.271
H -2.80945 2.03804 1.62160 -0.4277 0.5009 -0.5311 0.295
H -3.40562 0.55242 -0.90664 1.1002 0.8768 0.2332 0.315
H -1.85788 0.09084 -1.51028 0.2041 -0.1391 -0.4423 0.266
H -2.14395 1.76725 -1.38211 0.2482 2.2664 -0.6800 0.338
C 2.43761 -0.32157 -0.74216 -0.2343 2.9513 0.6273 -0.738
N 1.25831 -0.33453 0.23293 2.8559 -0.5340 -1.1124 -0.311
C 1.20633 -1.72433 0.67207 -0.9523 -0.4414 -2.0360 -0.839
H 3.46565 -0.18345 -0.13466 -2.3218 0.0313 -1.5219 0.203
H 2.50940 -1.27172 -1.26329 -0.0003 -0.0635 -0.3640 0.296
H 2.18795 0.57584 -1.53134 1.2307 -2.1688 1.9244 0.257
H 0.44834 0.02314 -0.25432 -0.3154 -0.4807 0.3661 0.274
H 0.40054 -1.88265 1.33563 -0.8087 -0.0333 1.1348 0.319
H 2.15667 -1.98594 1.15461 -0.2863 -0.1116 -0.2896 0.292
H 0.93043 -2.43547 -0.22318 0.9966 0.8464 1.3953 0.272
```
Positions in Å, forces in eV/Å.

=====

DFT (the ωB97M-V functional and the def2-TZVPD basis) results for a cluster of 2 separate species, C4H12N2 in total.

Output
HOMO: -8.705 eV
SMILES string: C=CN.CNC
Charge: 0

The geometry in XYZ format:
```
18
Properties=species:S:1:pos:R:3:forces:R:3:mulliken_charge:R:1
C -0.94519 0.69741 4.48955 0.1702 0.2580 -0.4996 -0.580
C -0.37040 1.27684 3.45113 1.6353 -4.4921 -3.7041 -0.005
N 0.38869 2.40039 3.11269 0.7206 2.7547 -0.0079 -0.635
H -1.29917 1.28543 5.27002 0.0537 0.6954 2.0227 0.280
H -1.12625 -0.38237 4.49626 -0.5323 0.6618 -0.4056 0.230
H -0.39021 0.58483 2.51357 0.2145 0.3812 1.5390 0.150
H -0.16502 2.79518 2.37605 -0.1695 0.9535 -0.4268 0.267
H 1.35870 2.37821 2.64227 -2.0924 -1.2173 1.4779 0.293
C 1.22485 -0.34015 -2.61034 -0.0787 -0.4694 -0.7043 -0.704
N -0.11241 -0.85896 -2.25132 0.2914 -2.3852 -0.5690 -0.365
C -0.53462 -2.06986 -3.11721 0.5891 3.6887 0.9698 -0.904
H 1.37096 0.70948 -2.35175 -0.3732 -0.0083 0.1722 0.320
H 1.39206 -0.39423 -3.73898 0.0627 -0.1056 1.2494 0.235
H 2.04904 -0.89298 -2.05539 -1.0828 0.3628 -0.8338 0.212
H -0.90787 -0.25662 -2.25562 0.2183 1.0092 -0.1277 0.242
H 0.11195 -2.85682 -2.92840 1.2294 -1.5658 0.1974 0.294
H -1.53292 -2.33708 -2.90610 -1.1004 -0.3275 0.5786 0.335
H -0.51220 -1.73872 -4.13643 0.2441 -0.1941 -0.9285 0.335
```
Positions in Å, forces in eV/Å.

=====

DFT (the ωB97M-V functional and the def2-TZVPD basis) results for a cluster of 2 separate species, C4H12N2 in total.

Output
HOMO: -8.085 eV
SMILES string: C=NC.CNC
Charge: 0

The geometry in XYZ format:
```
18
Properties=species:S:1:pos:R:3:forces:R:3:mulliken_charge:R:1
C 1.60101 -1.12595 0.68155 0.3577 -0.1032 0.4151 -0.385
N 1.58458 0.05295 0.25473 -0.0595 0.3398 0.3040 -0.170
C 2.78806 0.86027 0.40021 -0.3237 0.2379 -0.8773 -0.841
H 0.68956 -1.71783 0.72017 -0.0026 0.0090 -0.3949 0.231
H 2.52139 -1.57184 1.08638 -0.1409 -0.0721 0.1249 0.264
H 3.37808 0.67320 1.29469 0.0523 -0.2346 0.0933 0.337
H 2.46356 1.90060 0.38470 0.1632 0.0558 0.2117 0.256
H 3.39502 0.73760 -0.50185 0.1527 -0.0579 0.1443 0.307
C -2.07692 0.07267 -1.67585 -0.4752 -0.3273 -0.0831 -0.912
N -1.35993 0.14658 -0.41141 -0.3411 -0.2217 -0.6209 -0.122
C -2.17409 -0.05768 0.77651 0.8851 0.3532 0.1150 -0.980
H -3.08597 -0.32949 -1.53230 0.0378 0.0846 0.1692 0.316
H -2.21160 1.05117 -2.15006 0.1082 -0.0507 -0.0577 0.267
H -1.62517 -0.61941 -2.39535 0.2637 0.2076 0.0428 0.277
H -0.77646 0.96524 -0.41658 0.0811 -0.0732 0.5017 0.174
H -1.76614 0.50621 1.61939 -0.0237 0.1680 -0.1224 0.335
H -2.09078 -1.09785 1.10184 -0.5157 -0.1167 -0.1481 0.239
H -3.20420 0.26252 0.61806 -0.2195 -0.1985 0.1826 0.409
```
Positions in Å, forces in eV/Å.

=====

DFT (the ωB97M-V functional and the def2-TZVPD basis) results for an isolated molecule of C4H12N2.

Output
HOMO: -8.147 eV
SMILES string: CNC[C@H](C)N
Charge: 0

The geometry in XYZ format:
```
18
Properties=species:S:1:pos:R:3:forces:R:3:mulliken_charge:R:1
C 0.92349 0.53175 -2.49790 -2.2563 0.3844 3.0855 -0.842
N -0.15438 0.08033 -1.53752 0.0211 0.1483 0.5380 -0.364
C 0.30817 -0.57036 -0.30464 -0.1519 -0.7271 -0.7497 -0.694
C -0.13043 0.13814 0.97143 1.4362 -1.1786 0.9324 0.315
C 0.51163 -0.64257 2.18536 -1.6061 2.0839 -0.4310 -1.436
N -1.55469 0.33523 1.02952 -0.5404 1.3705 0.0697 -0.585
H 0.45863 1.35013 -3.04446 0.2291 -0.5651 -0.9214 0.327
H 1.11029 -0.43536 -2.92630 1.1015 0.3931 -1.1654 0.329
H 1.68962 1.01897 -1.88067 0.6573 -0.4974 -0.5490 0.259
H -0.80743 0.77640 -1.20657 -0.0011 0.4601 -0.5544 0.260
H 1.41555 -0.64548 -0.31099 -0.5008 -0.1470 0.0655 0.307
H -0.13599 -1.59515 -0.28738 0.5446 0.3509 0.1565 0.227
H 0.37126 1.10352 0.97888 -0.3280 0.4374 -0.1589 0.311
H 0.19639 -0.18299 3.12674 -0.2583 0.1041 -0.0563 0.367
H 0.03179 -1.60875 2.16069 0.9785 -0.8540 0.0897 0.367
H 1.57168 -0.41846 2.15796 0.3809 -1.2427 -0.1627 0.400
H -2.17528 -0.35971 1.43076 0.6590 -0.3709 -0.1002 0.211
H -1.70265 1.19077 1.55393 -0.3654 -0.1498 -0.0882 0.240
```
Positions in Å, forces in eV/Å.

=====

DFT (the ωB97M-V functional and the def2-TZVPD basis) results for a cluster of 2 separate species, C4H12N2O in total.

Output
HOMO (spin up / spin down): 0.828 / -5.642 eV
2S+1: 2
Charge: -1

The geometry in XYZ format:
```
19
Properties=species:S:1:pos:R:3:forces:R:3:mulliken_charge:R:1
C -2.02560 -1.23738 -1.42970 -1.2299 1.3483 1.6923 -1.452
C -0.66480 -0.52392 -1.29962 1.2636 -1.7307 -1.0084 0.376
C -0.74655 0.87988 -0.68121 3.1535 -2.6421 4.1632 -0.935
N 0.80521 0.90303 1.61703 1.0226 1.7111 -1.6052 -0.702
C 1.23657 1.58264 0.41451 -2.2380 -1.0959 0.4567 -0.127
N 0.50768 1.67064 -0.66746 1.2665 -0.8003 1.4259 -0.579
H -2.41598 -1.40149 -0.37242 0.0476 0.4826 -1.1718 0.391
H -2.74699 -0.61127 -2.02961 0.5014 -0.5363 0.7070 0.325
H -2.06805 -2.23546 -1.82722 0.7068 -0.3722 -0.5186 0.513
H -0.01389 -1.22383 -0.62828 -0.8016 1.4162 -1.3699 -0.239
H -0.24221 -0.51304 -2.38869 -0.2083 0.3017 2.0474 0.202
H -1.17980 0.81159 0.39520 0.6165 -0.3085 -1.4471 0.144
H -1.42073 1.45338 -1.08033 -3.8200 3.0751 -3.0851 0.660
H 1.47914 0.75570 2.34975 0.1083 -0.1483 -0.2464 0.393
H 0.04865 0.22480 1.60820 0.7118 0.0477 -0.2762 0.288
H 2.21201 2.13671 0.46369 -1.0644 -0.6551 0.1240 0.320
H 1.13857 -2.62634 2.21271 0.2701 -1.7050 1.7141 0.592
H 0.96424 -2.62159 0.68346 0.1131 0.1477 0.7706 0.279
O 1.03213 -2.04652 1.49284 -0.4196 1.4640 -2.3727 -1.448
```
Positions in Å, forces in eV/Å.

=====

DFT (the ωB97M-V functional and the def2-TZVPD basis) results for a cluster of 2 separate species, C4H12N2O in total.

Output
HOMO (spin up / spin down): 1.162 / -3.495 eV
2S+1: 2
Charge: -1

The geometry in XYZ format:
```
19
Properties=species:S:1:pos:R:3:forces:R:3:mulliken_charge:R:1
C 0.67632 -1.37871 1.78937 2.3096 1.3282 0.3401 -0.643
C -0.07714 -0.10751 2.37766 -0.9137 -3.9242 1.8697 -0.392
C 0.01984 1.17980 1.73482 -0.5440 2.7364 -2.9185 -0.010
C 0.81715 1.43126 0.63484 -0.6130 -0.5262 -0.0947 -2.468
N 1.29770 2.72558 0.28360 1.6159 0.3256 -1.2223 -0.502
N 0.13220 -2.09008 0.67111 -1.1210 -1.2407 -2.1984 -0.692
H 1.61931 -0.81172 1.61818 0.4154 -1.1541 -0.4574 0.201
H 0.84869 -2.25038 2.43317 0.1504 1.0824 1.1435 0.411
H 0.26409 0.07704 3.41682 0.6672 -0.5597 -0.2897 0.294
H -1.01063 -0.60098 2.66925 -1.1581 0.9602 -0.6218 0.379
H -0.80226 1.94208 1.80664 1.0961 -0.4752 1.1624 0.230
H 0.90020 0.57804 -0.06045 1.2628 0.3810 0.1186 0.433
H 1.89227 2.82962 -0.64041 -1.7961 -1.0496 1.5163 0.831
H 2.04750 3.05665 0.94162 -0.9612 -0.3413 0.1823 0.413
H 0.62047 -2.78133 0.03509 0.2482 1.2284 1.9911 0.318
H -0.34028 -1.54814 -0.00466 -0.6749 1.2214 -0.5441 0.257
H -3.74823 -0.71039 -6.27175 0.9925 -0.1875 -0.4539 0.361
H -2.35594 -1.05372 -7.05918 -1.1836 0.6494 1.0572 0.362
O -2.80127 -0.48711 -6.37573 0.2073 -0.4547 -0.5805 -0.784
```
Positions in Å, forces in eV/Å.

=====

DFT (the ωB97M-V functional and the def2-TZVPD basis) results for a cluster of 2 separate species, C4H12N2O in total.

Output
HOMO: -8.902 eV
SMILES string: NCC=O.CCN
Charge: 0

The geometry in XYZ format:
```
19
Properties=species:S:1:pos:R:3:forces:R:3:mulliken_charge:R:1
N -1.12395 -0.23745 2.21683 0.0675 0.0225 0.0296 -0.578
C -1.92437 0.19256 1.09068 0.2278 -0.0494 0.3971 -0.487
C -1.32118 1.27499 0.22922 -0.1156 0.3843 0.3293 0.010
O -0.28992 1.85047 0.48311 -0.4565 -0.2194 -0.1307 -0.571
H -0.98684 0.53127 2.86601 0.0627 -0.0946 -0.1104 0.258
H -0.20236 -0.51420 1.89070 -0.0893 0.0666 0.1414 0.257
H -2.89483 0.55318 1.45955 0.0679 -0.0047 -0.2100 0.369
H -2.13557 -0.66910 0.45640 -0.1272 -0.0266 -0.1689 0.305
H -1.93871 1.55136 -0.64836 0.1394 0.0533 -0.1135 0.409
C 0.45552 -0.96581 -1.52830 1.3331 -0.2274 0.4808 -0.824
C 1.69208 -0.73410 -0.54816 -1.4978 -0.2587 -0.8056 -0.342
N 2.23139 0.59406 -0.54039 0.0930 0.6477 0.1345 -0.580
H 0.14296 -2.00163 -1.42974 -0.1568 -0.1917 -0.1319 0.269
H -0.41861 -0.33341 -1.40306 0.1315 0.1969 0.3795 0.115
H 0.79858 -0.80005 -2.54716 0.0308 -0.0845 -0.1739 0.362
H 1.37677 -0.98963 0.46669 0.1441 -0.0641 -0.0046 0.119
H 2.48154 -1.43342 -0.84119 -0.1743 -0.0367 0.0884 0.339
H 1.53521 1.25885 -0.20180 0.3691 -0.1599 -0.2261 0.338
H 2.52228 0.87207 -1.47103 -0.0493 0.0468 0.0948 0.234
```
Positions in Å, forces in eV/Å.

=====

DFT (the ωB97M-V functional and the def2-TZVPD basis) results for a cluster of 3 separate species, C4H12N2O in total.

Output
HOMO: -7.280 eV
Charge: 0

The geometry in XYZ format:
```
19
Properties=species:S:1:pos:R:3:forces:R:3:mulliken_charge:R:1
C -0.06526 -1.06346 1.84436 0.0175 0.0529 -0.3388 -0.339
C -1.25371 -0.04790 0.29765 0.3730 -0.0146 0.2701 -0.922
N -1.22826 -1.03412 -0.75082 0.0122 0.0021 -0.0790 -0.398
O 0.79816 -1.82576 1.33883 -0.1233 0.1804 0.0725 -0.685
H 1.60099 -1.12314 0.08304 0.0025 0.0591 0.0188 0.387
H -2.06156 -1.05629 -1.32696 0.0390 -0.0268 0.0844 0.191
H -1.04815 -1.96274 -0.38544 -0.0103 0.0330 0.0064 0.202
H 0.22582 -0.16003 2.40284 0.0049 -0.0507 -0.0376 0.298
H -1.01450 -1.50007 2.18252 0.0375 0.0284 -0.0451 0.377
H -2.04389 -0.14818 1.04668 -0.0172 -0.0150 -0.0605 0.359
H -1.34636 0.95390 -0.11358 -0.0069 0.0351 -0.0533 0.373
C 0.65010 1.84782 -1.10004 -0.0629 -0.0029 -0.0358 -1.330
C 1.04787 0.75872 -0.16442 -0.0026 -0.3825 -0.0961 0.045
N 1.55699 -0.36123 -0.63066 -0.3013 0.1947 0.1410 -0.298
H 1.22639 -0.65139 -1.54443 0.0401 0.0802 0.0172 0.291
H 1.27677 0.99898 0.86362 -0.0167 -0.0384 0.0327 0.337
H 0.10494 2.63722 -0.58604 0.0217 -0.0544 -0.0038 0.348
H 0.02878 1.44805 -1.90570 0.0248 -0.0164 0.0479 0.398
H 1.54487 2.28962 -1.55146 -0.0320 -0.0643 0.0591 0.364
```
Positions in Å, forces in eV/Å.

=====

The energy relative to the best compared isomer or geometry (same formula, charge and spin) results, record by record, are as follows: 32.5, 59.7, 77.6, 75.8, 45.8, 32.8, 27.3, 81.4, 36.9, 103.8 kcal/mol.
The energy results, record by record, are as follows: -269.0645, -269.0211, -268.9927, -268.9955, -269.0434, -269.0642, -344.2719, -344.1856, -344.3262, -344.2196 a.u..